1.
Entry from the Open Molecules 2025 dataset: a cluster of 2 separate species, C10H17N in total in a non-equilibrium geometry (ωB97M-V/def2-TZVPD).

Its frontier orbital gap is 0.356 Eh. As for the energy relative to the best compared isomer or geometry (same formula, charge and spin): 100.1 kcal/mol. The value obtained for the LUMO energy is 0.810 eV. The SMILES is c1ccncc1.CCCCC. The energy comes out at -12132.6775 eV. Its total charge is 0. The multiplicity is 1. The value obtained for the largest force on an atom is 4.88 eV Å⁻¹.

Each line ends with the natural charge from an NBO analysis.
CARTESIAN COORDINATES (ANGSTROEM)
C (2.17, 0.86, -3.89)  -0.6057
C (1.76, 1.34, -2.54)  -0.3952
C (1.18, 0.14, -1.62)  -0.3890
C (0.90, 0.71, -0.22)  -0.3907
C (0.57, -0.29, 0.92)  -0.5952
C (-2.06, -2.09, 3.09)  0.0247
C (-2.12, -2.08, 1.68)  -0.2578
C (-2.15, -0.86, 1.04)  -0.1967
C (-1.82, 0.38, 1.79)  -0.2286
C (-2.04, 0.30, 3.20)  0.0229
H (3.02, 0.14, -3.87)  0.2052
H (1.30, 0.46, -4.36)  0.2054
H (2.51, 1.72, -4.60)  0.2034
H (0.98, 2.06, -2.67)  0.1916
H (2.48, 1.98, -1.96)  0.2004
H (0.24, -0.23, -2.00)  0.1935
H (1.95, -0.63, -1.51)  0.1935
H (0.08, 1.32, -0.38)  0.1834
H (1.80, 1.30, 0.16)  0.1924
H (1.43, -0.89, 1.14)  0.2031
H (0.21, 0.28, 1.84)  0.2177
H (-0.31, -0.90, 0.64)  0.2059
H (-2.03, -2.87, 3.94)  0.2232
H (-2.03, -3.06, 1.30)  0.2204
H (-1.94, -0.73, 0.06)  0.2065
H (-1.89, 1.39, 1.36)  0.2217
H (-2.13, 1.18, 3.78)  0.1932
N (-2.05, -0.93, 3.70)  -0.4492



2.
Entry from the Open Molecules 2025 dataset: a structure of composition C4H9NO2 in a non-equilibrium geometry (ωB97M-V/def2-TZVPD).

Its frontier orbital gap is 0.214 Eh. As for the energy relative to the best compared isomer or geometry (same formula, charge and spin): 189.9 kcal/mol. The value obtained for the LUMO energy is -4.186 eV. The energy comes out at -9871.8267 eV. Its total charge is 0. The multiplicity is 1. The value obtained for the largest force on an atom is 7.85 eV Å⁻¹.

Each line ends with the natural charge from an NBO analysis.
CARTESIAN COORDINATES (ANGSTROEM)
O (2.05, -0.67, -1.00)  -0.5185
C (1.85, 0.49, -0.40)  0.4471
N (0.77, 0.92, 0.35)  -0.3258
C (-0.18, -0.03, 0.72)  -0.2415
C (-1.61, 0.12, 0.04)  0.1134
C (-1.48, 0.49, -1.45)  -0.6489
O (-2.34, -1.00, 0.27)  -0.3912
H (2.68, 1.21, -0.37)  0.1525
H (2.32, -1.33, 2.66)  -0.0123
H (-0.50, -0.03, 1.79)  0.2789
H (0.06, -1.03, 0.36)  0.2343
H (-2.26, 0.92, 0.44)  0.2096
H (-0.80, -0.27, -1.99)  0.2233
H (-1.11, 1.47, -1.73)  0.2301
H (-2.39, 0.25, -1.94)  0.2369
H (2.96, -1.49, 2.25)  0.0120



3.
Entry from the Open Molecules 2025 dataset: the ion C4H9N2O2 with charge -2 in a non-equilibrium geometry (ωB97M-V/def2-TZVPD).

Its frontier orbital gap (alpha / beta) is 0.091 / 0.271 Eh. As for the energy relative to the best compared isomer or geometry (same formula, charge and spin): 45.9 kcal/mol. The value obtained for the LUMO energy (alpha / beta) is 6.630 / 6.577 eV. Its expectation value of S² is 0.75. The energy comes out at -11364.9789 eV. Its total charge is -2. The multiplicity is 2. The value obtained for the largest force on an atom is 6.21 eV Å⁻¹.

Each line ends with the Mulliken spin population.
CARTESIAN COORDINATES (ANGSTROEM)
N (-0.10, -3.45, 0.90)  2.4425
C (-0.82, -2.32, 0.26)  0.8707
C (0.12, -1.11, 0.16)  0.3895
N (-0.53, -0.11, -0.78)  -0.0969
C (0.35, 1.00, -1.25)  0.0199
C (0.38, 2.02, -0.06)  0.0346
O (0.57, 3.22, -0.39)  -0.0005
O (0.04, 1.59, 1.04)  -0.0302
H (0.79, -3.68, 0.75)  -0.9990
H (-0.20, -3.48, 1.94)  -0.8850
H (-0.90, -2.57, -0.83)  -0.2952
H (-1.79, -2.11, 0.77)  -0.6126
H (0.35, -0.38, 1.07)  0.2144
H (1.12, -1.38, -0.25)  -0.0511
H (-1.38, 0.40, -0.39)  -0.0097
H (0.01, 1.49, -2.19)  -0.0166
H (1.36, 0.66, -1.60)  0.0251



4.
Entry from the Open Molecules 2025 dataset: a cluster of 2 separate species, C4H15N2O in total in a non-equilibrium geometry (ωB97M-V/def2-TZVPD).

Its frontier orbital gap is 0.416 Eh. As for the energy relative to the best compared isomer or geometry (same formula, charge and spin): 11.3 kcal/mol. The value obtained for the LUMO energy is -2.781 eV. The energy comes out at -9413.1739 eV. Its total charge is +1. The multiplicity is 1. The value obtained for the largest force on an atom is 2.13 eV Å⁻¹.

Each line ends with the natural charge from an NBO analysis.
CARTESIAN COORDINATES (ANGSTROEM)
C (1.38, -1.29, -1.46)  -0.6171
C (0.53, -0.47, -0.49)  -0.0560
C (-0.93, -0.54, -0.82)  -0.4420
C (-1.76, 0.53, -0.06)  -0.2109
N (-1.57, 0.34, 1.39)  -0.8651
N (0.76, -0.96, 0.94)  -0.7349
H (2.44, -1.09, -1.26)  0.2261
H (1.21, -0.99, -2.49)  0.2455
H (1.18, -2.34, -1.27)  0.2106
H (0.92, 0.55, -0.45)  0.2516
H (-1.03, -0.40, -1.89)  0.2469
H (-1.38, -1.52, -0.61)  0.2179
H (-2.75, 0.65, -0.48)  0.2248
H (-1.17, 1.42, -0.26)  0.1751
H (-2.38, 0.01, 1.91)  0.3996
H (-1.26, 1.20, 1.82)  0.3937
H (0.93, -1.96, 0.97)  0.4213
H (-0.17, -0.65, 1.38)  0.4671
H (1.50, -0.53, 1.50)  0.4351
H (0.48, 2.80, 0.21)  0.4816
H (1.91, 2.92, 0.76)  0.4980
O (1.17, 2.31, 0.66)  -0.9689



5.
Entry from the Open Molecules 2025 dataset: a structure of composition C62H44CsN13O2S3Sb (ωB97M-V/def2-TZVPD).

Its frontier orbital gap is 0.192 Eh. As for the energy relative to the best compared isomer or geometry (same formula, charge and spin): 0.0 kcal/mol. The value obtained for the LUMO energy is 1.231 eV. The energy comes out at -128066.9623 eV. Its total charge is -1. The multiplicity is 1. The value obtained for the largest force on an atom is 0.72 eV Å⁻¹.

Each line ends with the Mulliken charge.
CARTESIAN COORDINATES (ANGSTROEM)
Cs (0.71, -0.34, 0.97)  0.2035
O (1.23, -6.44, -4.17)  -0.6092
N (2.28, -5.98, -3.75)  0.9739
O (3.35, -6.55, -3.86)  -0.6126
C (2.27, -4.66, -3.13)  0.1812
C (3.40, -3.93, -3.25)  -1.1401
C (3.47, -2.61, -2.74)  1.4928
C (4.64, -1.83, -2.87)  -0.8718
C (4.65, -0.56, -2.37)  -1.3155
C (3.50, -0.10, -1.71)  -1.0248
N (2.39, -0.80, -1.58)  1.8572
C (2.36, -2.04, -2.10)  -0.7744
C (1.14, -2.83, -1.98)  -0.1173
N (0.09, -2.25, -1.37)  0.5694
C (-0.98, -2.97, -1.14)  -0.4458
C (-1.10, -4.31, -1.52)  -1.0414
C (-0.07, -4.90, -2.20)  -1.0509
C (1.09, -4.15, -2.47)  1.0559
H (4.26, -4.37, -3.74)  0.5495
H (5.52, -2.26, -3.34)  0.4866
H (5.52, 0.08, -2.43)  0.5642
H (3.50, 0.89, -1.26)  0.5727
H (-1.79, -2.48, -0.61)  0.1037
H (-2.00, -4.87, -1.28)  0.5358
H (-0.14, -5.92, -2.53)  0.5225
C (-1.38, 0.18, 6.49)  -0.5159
C (-2.33, 1.04, 5.93)  -0.8550
C (-2.75, 0.86, 4.63)  -0.0444
C (-2.20, -0.19, 3.88)  -0.5582
C (-1.23, -1.03, 4.43)  0.2364
C (-0.84, -0.85, 5.74)  -0.5595
N (-2.55, -0.45, 2.53)  0.7690
N (-3.63, 0.03, 2.18)  -0.5059
C (-3.92, -0.21, 0.80)  0.1293
C (-5.26, -0.43, 0.48)  -0.7927
C (-5.57, -0.67, -0.85)  -0.6428
C (-4.55, -0.65, -1.79)  -1.3106
C (-3.26, -0.39, -1.36)  -0.6320
N (-2.94, -0.17, -0.08)  0.8517
H (-1.06, 0.34, 7.51)  0.3834
H (-2.73, 1.86, 6.52)  0.4169
H (-3.47, 1.52, 4.17)  0.5046
H (-0.79, -1.79, 3.80)  0.4082
H (-0.09, -1.50, 6.17)  0.4478
H (-6.00, -0.41, 1.26)  0.5698
H (-6.59, -0.86, -1.15)  0.3999
H (-4.74, -0.81, -2.84)  0.5448
H (-2.44, -0.35, -2.07)  0.9341
N (-0.63, 3.73, 4.11)  0.3298
C (-1.68, 4.04, 3.27)  0.2187
C (-2.67, 5.01, 3.29)  -1.2682
C (-3.59, 4.99, 2.25)  -0.9196
C (-3.52, 4.03, 1.23)  -1.1017
C (-2.53, 3.06, 1.22)  0.3709
C (-1.60, 3.07, 2.25)  0.2780
N (-0.55, 2.21, 2.48)  1.0907
C (0.00, 2.63, 3.59)  0.0258
C (1.16, 2.02, 4.24)  -1.1076
C (2.08, 2.68, 5.00)  -0.5008
S (3.31, 1.59, 5.45)  -0.2412
C (2.50, 0.34, 4.62)  -0.5119
N (1.40, 0.69, 4.03)  0.7816
H (-0.42, 4.15, 5.00)  0.2568
H (-2.73, 5.76, 4.07)  0.4623
H (-4.37, 5.73, 2.23)  0.4030
H (-4.26, 4.06, 0.44)  0.5418
H (-2.47, 2.31, 0.45)  0.4663
H (2.13, 3.73, 5.22)  0.3897
H (2.93, -0.65, 4.53)  0.3666
S (3.79, -1.28, 2.01)  -0.3263
C (4.33, 0.23, 1.37)  0.7611
S (3.49, 1.71, 1.55)  -0.0657
C (5.52, 0.22, 0.60)  0.1042
C (6.26, -0.95, 0.33)  -0.0836
N (6.86, -1.90, 0.04)  -0.7162
C (5.98, 1.37, -0.09)  -0.0574
N (6.41, 2.25, -0.71)  -0.7501
N (1.57, -5.20, 2.62)  0.0097
C (1.67, -3.89, 2.22)  -0.8369
N (0.51, -3.33, 2.05)  0.5389
C (-0.42, -4.31, 2.36)  0.2623
C (-1.81, -4.25, 2.33)  -0.0088
C (-2.51, -5.39, 2.67)  -0.8611
C (-1.85, -6.57, 3.03)  -0.4860
C (-0.47, -6.65, 3.06)  -1.0781
C (0.23, -5.50, 2.72)  0.3305
H (2.35, -5.81, 2.79)  0.2342
H (2.63, -3.41, 2.05)  0.3446
H (-2.31, -3.32, 2.07)  0.4410
H (-3.60, -5.38, 2.67)  0.4121
H (-2.43, -7.45, 3.29)  0.3808
H (0.04, -7.57, 3.33)  0.4174
C (-4.16, 2.64, -4.54)  -0.6992
C (-3.18, 1.91, -5.19)  -0.6055
C (-1.98, 1.61, -4.54)  -0.4132
C (-1.76, 2.04, -3.23)  0.4471
C (-2.75, 2.78, -2.60)  -0.6325
C (-3.94, 3.08, -3.25)  -0.5483
Sb (-0.02, 1.44, -2.09)  -0.1978
C (1.26, 1.20, -3.78)  0.9295
C (1.21, 0.00, -4.48)  -0.3907
C (2.09, -0.26, -5.52)  -0.7763
C (3.05, 0.69, -5.86)  -0.7206
C (3.12, 1.89, -5.16)  -0.7949
C (2.23, 2.14, -4.13)  -0.5624
C (0.49, 3.45, -1.58)  0.7390
C (0.23, 4.53, -2.43)  -0.6035
C (0.55, 5.82, -2.04)  -0.8098
C (1.14, 6.05, -0.80)  -0.7758
C (1.41, 4.98, 0.04)  -0.4096
C (1.08, 3.69, -0.34)  -0.1381
H (-5.09, 2.87, -5.05)  0.3581
H (-3.33, 1.57, -6.21)  0.4173
H (-1.22, 1.05, -5.06)  0.3038
H (-2.59, 3.16, -1.59)  0.4262
H (-4.70, 3.67, -2.74)  0.4236
H (0.50, -0.77, -4.19)  0.5526
H (2.05, -1.20, -6.05)  0.4277
H (3.75, 0.49, -6.66)  0.3813
H (3.88, 2.62, -5.41)  0.3977
H (2.31, 3.07, -3.57)  0.4036
H (-0.23, 4.36, -3.39)  0.5132
H (0.34, 6.66, -2.70)  0.3838
H (1.39, 7.06, -0.50)  0.3733
H (1.88, 5.14, 1.00)  0.5091
H (1.31, 2.87, 0.33)  -0.0503



> total charge of number 2 (C4H9NO2)?

0



> Which formula does entry 4 have?

C4H15N2O



> Which value of total charge does entry 5 give?

-1